The following is a DFT calculation (ωB97M-V/def2-TZVPD) of a molecular structure, C30H34F3N3V in a non-equilibrium geometry.

Output
E_tot, eV: -69959.69987
Total charge: +2
2S+1: 4
HOMO level (alpha / beta), eV: -13.9 / -15.2
Orbital gap (alpha / beta), eV: 7.6739 / 8.4415
⟨S²⟩: 3.7682

```
71
C30H34F3N3V ωB97M-V/def2-TZVPD
V 0.413 0.589 1.627
C 0.215 0.976 4.455
C -0.720 1.368 3.485
C -1.785 0.513 3.167
C -1.919 -0.699 3.834
C -1.012 -1.059 4.821
C 0.059 -0.229 5.125
H 1.003 1.657 4.757
H -0.756 2.409 3.156
H -2.557 0.842 2.474
H -2.759 -1.342 3.625
H -1.167 -1.971 5.377
H 0.743 -0.491 5.920
C -3.604 -3.661 -1.703
C -4.051 -2.716 -0.567
C -4.822 -3.530 0.478
C -4.967 -1.619 -1.134
C -2.778 -2.119 -0.019
C -2.055 -2.683 1.043
C -0.891 -2.088 1.488
N -0.386 -0.988 0.929
C -0.977 -0.513 -0.199
C -2.185 -1.022 -0.650
C -0.097 0.381 -0.960
C -0.150 0.560 -2.337
C 0.916 1.166 -3.007
C 1.983 1.598 -2.205
C 1.945 1.439 -0.838
N 0.930 0.839 -0.211
C 0.956 1.362 -4.501
C 1.052 2.875 -4.775
C 2.205 0.666 -5.070
C -0.286 0.796 -5.194
H -4.483 -4.100 -2.166
H -2.983 -4.466 -1.316
H -3.046 -3.121 -2.465
H -5.739 -3.908 0.035
H -5.098 -2.917 1.334
H -4.259 -4.396 0.814
H -5.954 -2.028 -1.331
H -4.595 -1.223 -2.075
H -5.090 -0.801 -0.426
H -2.399 -3.582 1.527
H -0.322 -2.515 2.310
H -2.643 -0.581 -1.519
H -1.002 0.192 -2.886
H 2.850 2.061 -2.643
H 2.768 1.789 -0.226
H 1.997 3.288 -4.433
H 0.240 3.413 -4.292
H 0.989 3.054 -5.844
H 3.129 1.078 -4.675
H 2.226 0.804 -6.147
H 2.181 -0.401 -4.863
H -1.196 1.294 -4.865
H -0.377 -0.274 -5.020
H -0.199 0.947 -6.266
F 6.335 3.510 3.073
C 6.210 2.256 2.649
F 6.967 1.465 3.403
F 6.704 2.202 1.400
C 4.758 1.802 2.623
C 3.722 2.726 2.496
C 2.442 2.245 2.301
N 2.154 0.934 2.229
C 3.143 0.056 2.418
C 4.456 0.444 2.617
H 3.909 3.790 2.540
H 1.617 2.945 2.169
H 2.861 -0.993 2.384
H 5.228 -0.295 2.747
```

The following is a DFT calculation (ωB97M-V/def2-TZVPD) of a molecular structure, C30H34FeN4S5 in a non-equilibrium geometry.

Output
E_tot, eV: -126180.97932
Total charge: +1
2S+1: 6
HOMO level (alpha / beta), eV: -10.2 / -10.2
Orbital gap (alpha / beta), eV: 7.6026 / 5.4690
⟨S²⟩: 8.7846
Relative energy (zero: lowest compared OMol25 entry of this formula, charge and spin), kJ/mol: 41.3

```
74
C30H34FeN4S5 ωB97M-V/def2-TZVPD
Fe -0.218 0.974 0.716
C -2.938 2.117 -3.919
C -2.830 1.204 -2.687
C -4.214 0.709 -2.273
C -2.090 1.986 -1.630
C -0.694 2.085 -1.713
C 0.019 2.960 -0.891
C -0.646 3.746 0.062
C 0.093 4.765 0.872
C -2.030 3.610 0.166
C -2.737 2.752 -0.663
H -3.444 1.596 -4.728
H -1.949 2.409 -4.263
H -3.501 3.016 -3.676
H -2.217 0.338 -2.958
H -4.882 1.536 -2.045
H -4.147 0.055 -1.406
H -4.655 0.146 -3.092
H -0.179 1.549 -2.501
H 1.077 3.113 -1.066
H 0.931 4.311 1.397
H -0.567 5.231 1.598
H 0.484 5.544 0.218
H -2.567 4.235 0.863
H -3.812 2.723 -0.587
C 1.879 -1.611 0.465
N 1.289 -0.540 1.237
C 1.651 -0.421 2.479
C 1.148 0.614 3.286
C 1.387 0.904 4.649
C 0.599 1.994 4.958
C -0.076 2.339 3.775
N 0.246 1.528 2.768
C 3.304 -1.313 0.048
C 4.236 -2.336 -0.067
C 5.540 -2.056 -0.436
C 5.924 -0.745 -0.657
C 4.996 0.279 -0.554
C 3.685 -0.005 -0.217
H 1.260 -1.734 -0.431
H 1.865 -2.546 1.041
H 2.353 -1.128 2.924
H 2.051 0.371 5.303
H 0.509 2.490 5.905
H -0.770 3.148 3.643
H 3.938 -3.353 0.148
H 6.258 -2.857 -0.537
H 6.951 -0.522 -0.897
H 5.297 1.300 -0.732
H 2.944 0.786 -0.133
C -3.026 0.222 3.217
C -2.882 -0.567 1.974
N -2.021 -0.335 1.003
C -2.260 -1.273 0.032
C -3.276 -2.083 0.433
N -3.659 -1.624 1.662
H -2.186 0.908 3.313
H -3.053 -0.431 4.089
H -3.953 0.797 3.187
H -1.693 -1.272 -0.879
H -3.758 -2.913 -0.038
H -4.381 -2.018 2.243
C -0.202 -5.239 -0.612
S -0.487 -3.818 -1.696
C 1.102 -3.466 -2.289
C 1.304 -2.276 -2.976
S 0.124 -1.103 -3.092
S 2.924 -2.089 -3.654
C 3.593 -3.579 -3.057
S 5.125 -4.073 -3.306
S 2.450 -4.537 -2.117
H -1.189 -5.528 -0.267
H 0.413 -4.943 0.234
H 0.248 -6.060 -1.164
```

The following is a DFT calculation (ωB97M-V/def2-TZVPD) of 3 unconnected molecules or ions with the total composition C30H34N2O5 in a non-equilibrium geometry.

Output
E_tot, eV: -44876.02109
Total charge: 0
2S+1: 1
HOMO level, eV: -8.0
Orbital gap, eV: 7.6303
Relative energy (zero: lowest compared OMol25 entry of this formula, charge and spin), kJ/mol: 223.0

```
71
C30H34N2O5 ωB97M-V/def2-TZVPD
C -0.535 -2.102 3.199
C -0.471 -2.590 1.925
C -1.289 -1.884 0.896
C -2.581 -2.235 0.587
C -3.318 -1.575 -0.364
O -4.596 -2.008 -0.528
C -5.176 -1.798 -1.815
C -6.227 -0.673 -1.812
C -5.779 0.636 -1.149
C -6.962 1.574 -0.801
C -2.718 -0.536 -1.040
C -1.439 -0.164 -0.760
C -0.728 -0.822 0.219
C 0.658 -0.301 0.484
O 1.622 -1.010 0.704
C 0.746 1.202 0.429
C 1.470 1.934 1.329
C 1.485 3.300 1.260
C 2.224 4.194 2.272
C 1.136 5.128 2.809
O 1.247 6.333 2.860
O 0.004 4.484 3.225
C 0.796 3.920 0.249
C 0.060 3.217 -0.668
C 0.039 1.854 -0.552
C -0.763 0.978 -1.470
O -0.838 1.138 -2.672
H -1.519 -2.136 3.669
H 0.322 -1.690 3.724
H 0.133 -3.451 1.648
H -3.012 -3.061 1.140
H -5.745 -2.707 -2.031
H -4.446 -1.705 -2.621
H -6.589 -0.472 -2.824
H -7.089 -1.026 -1.235
H -5.224 0.402 -0.240
H -5.119 1.205 -1.809
H -7.025 2.420 -1.486
H -7.891 1.002 -0.834
H -6.830 2.016 0.188
H -3.256 0.003 -1.807
H 2.014 1.405 2.104
H 2.542 3.607 3.137
H 3.023 4.776 1.844
H -0.767 4.975 2.917
H 0.824 5.002 0.156
H -0.506 3.680 -1.466
C 3.629 -5.348 0.498
C 3.889 -6.622 1.293
C 2.606 -7.252 1.847
C 1.926 -6.320 2.755
N 1.392 -5.579 3.460
H 3.185 -4.569 1.121
H 4.562 -4.951 0.098
H 2.956 -5.539 -0.341
H 4.572 -6.398 2.115
H 4.389 -7.350 0.651
H 2.838 -8.165 2.396
H 1.925 -7.509 1.035
C 4.529 4.345 -3.320
C 4.588 2.844 -3.056
C 3.566 2.382 -2.013
C 3.806 3.043 -0.726
N 3.996 3.557 0.290
H 4.770 4.918 -2.423
H 5.250 4.625 -4.088
H 3.537 4.644 -3.662
H 5.595 2.577 -2.727
H 4.404 2.309 -3.989
H 3.633 1.303 -1.866
H 2.551 2.615 -2.340
```